Computed, not measured: a molecular structure, C2H7N4 at a distorted geometry, with ωB97M-V/def2-TZVPD.

Calculated values
- Net charge: +1
- LUMO: -4.04 eV
- Relative energy (zero: lowest compared OMol25 entry of this formula, charge and spin): 4.867 eV
- Spin multiplicity: 1
- E: -8137.3801 eV
- HOMO level: -14.2 eV
- HOMO-LUMO gap: 10.13 eV

Cartesian coordinates (Å):
C1 0.0261 1.3803 -0.0306
C2 0.5209 -0.4534 -0.4421
N1 0.9026 -0.7816 0.8460
N2 0.6685 0.0247 1.7354
N3 0.1727 1.1990 1.3684
N4 -0.7326 -1.2680 -0.7988
H1 0.8399 2.0895 -0.3845
H2 -1.0529 1.4024 -0.3837
H3 1.2335 -0.6621 -1.2280
H4 0.4153 1.8594 2.0703
H5 -0.3392 -2.1821 -1.2751
H6 -1.3018 -1.0185 -1.5094
H7 -1.3528 -1.5895 0.0322


Computed, not measured: a molecular structure, C30H34NO8SSn at a distorted geometry, with ωB97M-V/def2-TZVPD.

Calculated values
- Net charge: -1
- LUMO: 2.30 eV
- Spin multiplicity: 1
- E: -66196.5145 eV
- HOMO level: -2.8 eV
- HOMO-LUMO gap: 5.14 eV

Cartesian coordinates (Å):
C1 0.0064 -0.8323 -4.2844
C2 -0.5442 -1.8552 -3.2687
C3 -0.1510 0.5732 -3.6606
C4 -1.3145 0.4453 -2.6765
H1 -0.3911 1.2859 -4.4525
H2 0.7891 0.8710 -3.1496
C5 -1.1882 -1.0032 -2.1599
H3 0.2915 -2.4661 -2.8785
H4 -1.3378 -2.4446 -3.7490
C6 -0.2084 -0.7795 -0.9937
H5 -2.1485 -1.4237 -1.8269
H6 -2.2721 0.6719 -3.1828
C7 -1.1375 1.3477 -1.4374
C8 1.4581 -1.0302 -4.6546
C9 -0.5443 -0.9114 -5.7131
O1 -1.0454 0.0650 -6.2372
O2 2.2542 -1.7739 -4.1139
O3 1.8099 -0.2700 -5.7087
O4 -0.3968 -2.0459 -6.4417
C10 0.1411 -3.3179 -5.9720
H7 -0.1642 -3.5874 -4.9493
H8 1.2339 -3.3351 -6.0727
H9 -0.2744 -4.0315 -6.6851
C11 3.1616 -0.4521 -6.1783
H10 3.8711 -0.1745 -5.3787
H11 3.2612 0.2099 -7.0509
H12 3.3231 -1.5074 -6.4679
O5 -0.4205 0.5729 -0.5149
H13 0.8377 -0.8237 -1.3771
H14 -0.2385 -1.4881 -0.1326
C12 -2.5656 1.6217 -0.9866
C13 -0.4161 2.7079 -1.5965
H15 -0.7678 3.3006 -2.4696
H16 0.6884 2.6054 -1.5963
H17 -0.7074 3.3351 -0.7389
H18 -2.5711 2.0195 0.0326
H19 -3.1283 0.6846 -1.0510
H20 -3.0762 2.3397 -1.6544
Sn1 0.5536 -1.3948 3.4260
C14 -1.7771 -2.1168 3.5420
C15 -2.0170 -1.8829 2.1492
C16 -1.4986 -2.9851 1.4240
H21 -2.5393 -1.0232 1.7224
C17 -0.7945 -3.8354 2.3025
C18 -0.8795 -3.2791 3.6307
H22 -0.4871 -3.7143 4.5538
H23 -2.3540 -1.7128 4.3823
H24 -1.7379 -3.2172 0.3833
H25 -0.3532 -4.8002 2.0442
C19 2.3913 0.3683 2.3588
C20 2.7878 -0.6934 3.2988
C21 3.1235 -1.8490 2.4545
H26 3.1577 -0.5318 4.3245
C22 3.0252 -1.4551 1.1033
C23 2.5896 -0.1016 1.0506
H27 2.5528 0.5027 0.1424
H28 2.0994 1.3822 2.6252
H29 3.3908 -2.8341 2.8357
H30 3.3350 -2.0320 0.2339
O6 0.2421 -0.1432 5.4085
C24 -0.1648 0.9488 4.8624
N1 -0.3327 0.9566 3.5234
S1 -0.8188 2.4017 2.8558
O7 0.2164 2.8989 1.9684
O8 -2.1568 2.2845 2.3255
C25 -0.7839 3.1527 4.4492
C26 -1.0666 4.4864 4.7316
C27 -0.9972 4.8954 6.0702
C28 -0.6655 3.9891 7.0928
C29 -0.3947 2.6533 6.7935
C30 -0.4503 2.2521 5.4509
H31 -1.3273 5.1599 3.9245
H32 -1.2101 5.9320 6.3205
H33 -0.6221 4.3306 8.1259
H34 -0.1535 1.9026 7.5388


Computed, not measured: a molecular structure, C32H37ClMnN2Si2 at a distorted geometry, with ωB97M-V/def2-TZVPD.

Calculated values
- LUMO (alpha / beta): 0.21 / 0.17 eV
- Relative energy (zero: lowest compared OMol25 entry of this formula, charge and spin): 0.000 eV
- Spin multiplicity: 6
- E: -96363.4122 eV
- ⟨S²⟩: 8.758
- HOMO level (alpha / beta): -5.7 / -7.5 eV
- HOMO-LUMO gap (alpha / beta): 5.88 / 7.67 eV

Cartesian coordinates (Å):
C1 -1.6496 -0.5437 5.9383
C2 -2.4841 0.0832 4.9812
C3 -2.5683 -0.7620 3.8517
H1 -2.9695 1.0384 5.0948
C4 -1.7868 -1.9139 4.1057
C5 -1.2216 -1.7763 5.3930
H2 -0.5720 -2.4874 5.8752
H3 -1.3914 -0.1543 6.9093
H4 -3.1333 -0.5746 2.9556
H5 -1.6309 -2.7280 3.4187
Mn1 -0.4012 -0.1046 4.0791
Si1 2.9260 0.2989 -4.6031
C6 1.9312 1.8049 -5.0990
C7 2.3394 2.6238 -6.1539
H6 3.2348 2.3772 -6.7119
C8 1.6109 3.7509 -6.5080
H7 1.9422 4.3722 -7.3299
C9 0.4564 4.0771 -5.8114
H8 -0.1145 4.9543 -6.0871
C10 0.0325 3.2721 -4.7626
H9 -0.8700 3.5210 -4.2195
C11 0.7633 2.1474 -4.4117
H10 0.4136 1.5221 -3.5990
C12 2.0071 -1.2733 -5.0358
C13 0.8011 -1.2245 -5.7407
H11 0.3778 -0.2666 -6.0179
C14 0.1259 -2.3866 -6.0812
H12 -0.8074 -2.3289 -6.6262
C15 0.6450 -3.6230 -5.7212
H13 0.1178 -4.5305 -5.9852
C16 1.8388 -3.6912 -5.0178
H14 2.2445 -4.6522 -4.7300
C17 2.5113 -2.5256 -4.6783
H15 3.4386 -2.5941 -4.1219
H16 3.1967 0.2770 -3.1397
Si2 -0.3018 0.1021 1.6072
C18 -0.8149 -1.4831 0.7069
C19 -1.8886 -1.4747 -0.1871
H17 -2.3300 -0.5311 -0.4839
C20 -2.3933 -2.6530 -0.7215
H18 -3.2226 -2.6177 -1.4171
C21 -1.8269 -3.8720 -0.3791
H19 -2.2162 -4.7917 -0.7970
C22 -0.7547 -3.9024 0.5041
H20 -0.2988 -4.8486 0.7684
C23 -0.2628 -2.7228 1.0408
H21 0.5775 -2.7650 1.7219
C24 -1.3636 1.4542 0.7971
C25 -2.5922 1.8034 1.3596
H22 -2.9042 1.3274 2.2819
C26 -3.4147 2.7574 0.7742
H23 -4.3641 3.0100 1.2303
C27 -3.0159 3.3886 -0.3949
H24 -3.6503 4.1356 -0.8550
C28 -1.7969 3.0554 -0.9724
H25 -1.4803 3.5443 -1.8852
C29 -0.9854 2.0971 -0.3838
H26 -0.0377 1.8473 -0.8437
H27 4.2398 0.3763 -5.2986
Cl1 1.6720 0.5075 0.7356
N1 1.3392 -1.1339 4.3296
C30 2.0049 -0.8504 5.6036
C31 1.7679 0.5754 6.1221
C32 1.8372 1.6244 5.0220
N2 0.5552 1.6907 4.3148
H28 1.9610 -0.8252 3.5478
H29 1.2137 -2.1673 4.2386
H30 1.6801 -1.5597 6.3954
H31 3.0976 -1.0056 5.4536
H32 0.7878 0.6710 6.6313
H33 2.5506 0.7663 6.8884
H34 2.0211 2.6237 5.4780
H35 2.6841 1.4110 4.3336
H36 0.6802 2.2098 3.4165
H37 -0.1048 2.2460 4.9064


Computed, not measured: a molecular structure, C26H21N5O4RuS2, with ωB97M-V/def2-TZVPD.

Calculated values
- Net charge: -1
- LUMO (alpha / beta): 2.00 / 1.68 eV
- Relative energy (zero: lowest compared OMol25 entry of this formula, charge and spin): 0.000 eV
- Spin multiplicity: 2
- E: -67201.3897 eV
- ⟨S²⟩: 0.766
- HOMO level (alpha / beta): -4.4 / -4.9 eV
- HOMO-LUMO gap (alpha / beta): 6.42 / 6.55 eV

Cartesian coordinates (Å):
Ru1 0.4859 -0.3200 -0.1160
O1 0.2005 4.4536 -1.1724
C1 -0.0137 3.1180 -1.3220
O2 0.5772 2.4750 -2.1352
C2 -1.0600 2.6160 -0.3749
C3 -1.9903 3.5159 0.1144
C4 -3.0462 3.0524 0.8849
C5 -3.1474 1.6972 1.0980
C6 -2.1564 0.8592 0.6010
N1 -1.1019 1.3027 -0.0875
C7 -2.2762 -0.6428 0.8474
O3 -3.3230 -1.0538 1.3349
O4 -1.2697 -1.3223 0.4781
H1 0.8730 4.6719 -1.8345
H2 -1.8860 4.5619 -0.1286
H3 -3.7787 3.7405 1.2861
H4 -3.9509 1.2325 1.6507
C8 -0.7239 -1.7044 5.1951
C9 -1.2052 -1.0969 3.8759
C10 -0.8491 0.3664 3.7424
C11 -1.5641 1.2777 4.5196
C12 -1.3298 2.6368 4.4446
C13 -0.3512 3.1094 3.5816
C14 0.3876 2.2410 2.7914
C15 1.4894 2.7807 1.9218
C16 2.8734 2.5856 2.5423
C17 0.1314 0.8604 2.8679
N2 0.8220 -0.0307 2.0011
C18 1.4755 -1.0273 2.5193
C19 1.8789 -2.0865 1.6823
C20 2.5205 -3.3132 1.8906
C21 2.4772 -3.9819 0.6694
C22 1.8036 -3.1414 -0.2327
N3 1.4487 -2.0128 0.3785
H5 -1.0666 -2.7361 5.2888
H6 -1.1037 -1.1410 6.0499
H7 0.3658 -1.7060 5.2644
H8 -2.2913 -1.1844 3.8148
H9 -0.8212 -1.6723 3.0353
H10 -2.3366 0.8978 5.1797
H11 -1.9041 3.3258 5.0519
H12 -0.1491 4.1731 3.5158
H13 1.3088 3.8446 1.7448
H14 1.4755 2.2799 0.9545
H15 2.9452 3.0999 3.5032
H16 3.6514 2.9676 1.8804
H17 3.0723 1.5258 2.7063
H18 1.6690 -1.0585 3.5900
H19 2.9482 -3.6619 2.8178
H20 2.8752 -4.9587 0.4460
H21 1.5761 -3.2998 -1.2752
S1 0.1329 -0.8063 -2.3520
C23 1.6019 -0.3008 -3.0821
C24 1.7210 -0.4771 -4.5004
N4 1.7924 -0.6206 -5.6402
C25 2.6184 0.2664 -2.3659
S2 2.4736 0.5450 -0.6698
C26 3.8316 0.6914 -2.9923
N5 4.8159 1.0528 -3.4688